{
  "formula": "C42H93N3O24S6",
  "method": "wB97M-V/def2-TZVPD",
  "orbital_gap_ev": 8.4,
  "species": ["C", "C", "O", "S", "O", "O", "O", "H", "H", "H", "H", "C", "C", "O", "S", "O", "O", "O", "H", "H", "H", "H", "C", "C", "O", "S", "O", "O", "O", "H", "H", "H", "H", "C", "C", "C", "C", "C", "C", "N", "O", "C", "C", "C", "H", "H", "H", "H", "H", "H", "H", "H", "H", "H", "H", "H", "H", "H", "H", "H", "H", "H", "H", "C", "C", "C", "C", "C", "C", "N", "O", "C", "C", "C", "H", "H", "H", "H", "H", "H", "H", "H", "H", "H", "H", "H", "H", "H", "H", "H", "H", "H", "H", "C", "C", "C", "C", "C", "C", "N", "O", "C", "C", "C", "H", "H", "H", "H", "H", "H", "H", "H", "H", "H", "H", "H", "H", "H", "H", "H", "H", "H", "H", "O", "S", "O", "O", "C", "C", "C", "H", "H", "H", "H", "H", "H", "H", "H", "O", "S", "O", "O", "C", "C", "C", "H", "H", "H", "H", "H", "H", "H", "H", "O", "S", "O", "O", "C", "C", "C", "H", "H", "H", "H", "H", "H", "H", "H"],
  "xyz": [[16.74786, 16.41987, 11.21575], [15.56654, 15.65540, 11.83906], [14.63049, 15.62740, 10.70552], [15.39237, 15.29627, 9.28537], [14.96917, 16.26626, 8.30142], [15.42179, 13.89855, 9.06801], [16.80449, 15.71886, 9.92301], [17.68527, 16.09975, 11.64390], [16.67272, 17.48698, 11.17313], [15.11192, 16.17557, 12.71338], [15.88451, 14.68963, 12.16231], [16.78900, 11.05530, 15.41264], [15.80851, 10.96999, 16.52986], [16.16302, 12.05128, 17.49303], [17.57786, 12.67913, 17.15928], [18.43850, 12.60758, 18.25372], [17.44094, 13.92652, 16.45756], [18.00639, 11.60490, 16.02897], [16.47327, 11.73692, 14.62056], [17.00582, 10.07303, 15.07220], [15.80477, 10.06147, 17.10573], [14.83429, 11.18309, 16.12347], [14.18696, 14.19417, 15.96473], [13.30598, 15.26765, 15.33342], [12.81093, 14.60358, 14.05194], [13.49704, 13.17317, 13.77297], [14.00852, 13.09604, 12.42991], [12.72503, 12.04709, 14.33008], [14.72801, 13.48206, 14.78218], [13.61796, 13.42862, 16.43416], [15.00761, 14.60778, 16.46058], [13.95946, 16.13305, 15.03632], [12.50210, 15.63516, 15.92356], [10.59944, 10.85623, 8.52725], [11.25442, 11.00411, 9.91983], [10.35826, 11.60970, 10.98471], [9.32666, 10.58203, 11.48615], [10.04775, 9.38190, 12.13026], [10.92143, 8.65411, 11.13220], [11.82307, 9.72116, 10.59742], [12.66730, 9.08889, 9.70884], [11.76983, 7.63808, 11.86608], [9.95208, 7.92471, 10.06701], [12.46448, 11.93434, 9.62870], [11.02731, 10.08293, 7.86849], [10.54578, 11.77958, 7.93976], [9.56107, 10.54390, 8.52443], [10.95789, 11.93817, 11.89217], [9.89586, 12.52860, 10.65844], [8.74073, 10.25038, 10.64690], [8.67748, 11.01876, 12.25567], [9.33406, 8.73476, 12.55880], [10.67967, 9.85364, 12.90684], [12.44659, 8.11745, 12.61421], [11.06630, 7.00097, 12.40726], [12.39933, 7.04794, 11.22541], [10.55827, 7.25882, 9.48578], [9.19330, 7.30974, 10.52117], [9.46340, 8.69523, 9.44050], [13.00464, 11.49242, 8.74826], [13.18713, 12.03839, 10.42954], [12.14178, 12.97237, 9.39244], [13.56500, 9.39697, 9.86807], [14.19743, 18.10659, 20.12885], [14.37733, 17.31015, 21.45138], [12.97647, 17.08240, 22.13072], [12.17554, 15.90796, 21.43965], [13.02384, 14.63264, 21.48545], [14.46735, 14.82267, 20.80011], [15.11190, 16.01679, 21.35589], [16.21394, 16.27184, 20.46455], [15.26056, 13.58958, 21.07464], [14.18922, 14.83992, 19.31618], [15.15398, 18.22412, 22.40559], [13.98894, 19.12574, 20.44227], [13.35407, 17.74591, 19.53268], [15.11006, 18.11394, 19.56067], [13.20367, 16.82254, 23.17928], [12.46990, 18.08360, 22.15970], [11.80577, 16.26720, 20.46337], [11.18680, 15.69507, 21.95905], [12.56528, 13.69768, 21.08031], [13.26049, 14.43951, 22.52808], [15.58764, 13.38603, 22.12021], [14.69753, 12.74842, 20.70212], [16.10256, 13.62678, 20.38731], [14.06953, 13.81745, 18.89401], [13.33892, 15.45402, 19.05985], [14.92457, 15.16934, 18.58564], [16.18722, 18.30541, 22.16784], [15.18811, 17.84632, 23.43966], [14.68653, 19.23891, 22.52148], [17.03272, 16.13304, 20.97098], [18.31683, 13.02099, 10.70358], [17.95099, 11.52622, 11.13572], [16.45594, 11.54437, 11.36745], [15.86329, 10.15450, 11.49562], [16.15899, 9.35553, 10.21384], [17.61163, 9.24002, 9.90030], [18.25057, 10.61483, 9.94284], [19.65064, 10.48927, 9.73711], [18.30964, 8.26146, 10.92342], [17.82267, 8.76638, 8.48272], [18.81789, 11.21314, 12.33468], [17.72373, 13.23554, 9.84786], [19.36726, 13.10513, 10.53225], [17.99183, 13.75154, 11.44741], [16.32649, 12.29540, 12.15623], [16.02757, 11.91668, 10.47424], [14.81089, 10.23116, 11.64362], [16.24181, 9.63861, 12.34342], [15.64232, 9.81823, 9.37036], [15.75258, 8.39934, 10.34746], [19.40482, 8.35611, 10.73642], [18.03560, 8.41237, 11.93796], [18.07519, 7.21638, 10.75876], [17.26108, 7.87887, 8.32457], [17.54149, 9.56540, 7.78178], [18.91083, 8.60347, 8.40254], [19.86806, 11.05491, 12.09143], [18.39729, 10.35646, 12.85043], [18.73409, 12.11541, 12.94066], [19.93861, 11.16612, 9.10158], [13.19923, 10.83587, 17.99285], [12.67345, 9.50838, 18.06561], [13.35008, 8.38081, 17.57791], [12.36045, 9.27123, 19.56868], [12.08431, 10.43158, 20.46155], [12.82310, 10.18460, 21.77646], [11.05240, 9.53167, 17.36650], [11.01636, 10.39005, 20.59451], [12.39004, 11.38323, 19.95038], [12.56724, 9.17763, 22.10188], [12.69355, 10.92700, 22.55558], [13.86591, 10.15925, 21.56241], [11.30798, 9.77417, 16.35293], [10.44667, 10.31105, 17.93080], [10.69449, 8.53364, 17.40551], [15.82729, 19.26400, 17.49702], [15.73350, 17.94209, 16.91332], [14.39028, 17.39257, 16.80569], [16.03573, 18.11980, 15.27439], [17.01599, 19.13648, 14.93590], [17.40153, 18.86724, 13.50734], [17.00135, 16.92023, 17.60141], [17.92695, 19.03747, 15.52379], [16.53316, 20.10038, 15.08092], [18.01061, 19.67962, 13.05681], [16.55245, 18.75046, 12.86266], [18.09049, 17.99307, 13.43838], [16.60371, 16.77768, 18.58519], [17.91014, 17.50687, 17.65867], [17.14967, 15.99526, 17.11020], [8.93594, 13.15952, 17.74269], [9.96125, 14.09806, 17.31236], [11.39350, 13.74493, 17.35172], [9.67152, 14.69889, 15.91059], [9.45048, 13.69643, 14.78822], [9.22020, 14.42860, 13.49716], [9.79074, 15.54418, 18.24961], [8.53657, 13.22352, 15.18236], [10.20530, 12.93242, 14.84172], [10.09486, 15.02400, 13.29978], [8.35251, 15.06945, 13.59639], [8.96085, 13.79319, 12.61877], [8.73704, 15.80314, 18.37891], [10.27569, 16.38943, 17.93818], [10.12215, 15.31128, 19.27252]],
  "forces_ev_per_angstrom": [[-0.3, -2.6, -0.4], [-0.2, 1.9, -0.5], [-0.2, -0.4, 0.0], [0.1, 2.5, 2.4], [0.3, -1.6, 1.1], [-0.2, -0.1, -0.6], [0.5, 0.7, -0.9], [0.3, 0.3, 0.4], [-0.3, 0.4, -0.6], [0.0, -0.3, -0.9], [0.0, -0.9, -0.1], [1.1, 1.1, 0.5], [-0.5, 1.1, 0.7], [0.0, -0.1, -0.6], [-0.8, -0.5, -3.1], [0.9, -0.2, 1.4], [-0.4, -0.1, 0.6], [-0.5, -0.2, 0.5], [0.0, -0.2, 0.0], [0.4, -0.7, -0.6], [0.1, -0.3, 0.1], [-0.5, 0.0, 0.3], [-1.2, -0.6, -2.4], [1.8, -0.2, -1.9], [-0.2, -0.3, 0.5], [0.1, -0.5, 1.7], [-0.8, 0.2, 1.4], [1.1, 2.4, -1.2], [-0.1, -0.1, -0.6], [-0.4, -0.2, 1.3], [1.1, 0.3, 1.0], [-0.9, -0.9, -0.1], [-0.8, -0.2, 0.3], [-1.0, -0.9, -0.5], [1.2, -0.2, 0.2], [0.1, -0.2, 1.6], [0.6, 0.2, 0.4], [0.6, 2.0, -0.4], [-1.0, 0.5, -0.7], [-1.0, 1.0, -0.2], [0.8, -0.8, -1.5], [0.1, 0.3, 0.9], [1.2, 1.6, 0.5], [0.3, -0.4, -0.7], [0.6, 0.4, 0.5], [0.5, 0.1, 0.4], [-0.5, -0.1, 0.6], [-0.2, -0.5, -1.0], [-0.3, 0.2, -0.5], [-0.6, -0.1, -0.2], [-0.1, 0.1, -0.3], [-0.8, -0.9, 0.7], [-0.1, -0.6, 0.0], [-0.6, -0.1, -0.5], [0.2, -0.2, 0.0], [0.1, -0.3, -0.4], [0.3, -0.2, -0.7], [-0.3, 0.0, 0.6], [0.3, -0.7, 0.2], [-0.4, 0.7, 0.6], [-0.1, -0.2, 0.4], [0.0, -0.8, -0.1], [0.0, 0.2, 0.3], [-0.5, -0.6, 0.8], [-1.0, 0.5, 0.3], [0.3, -0.6, -0.3], [-1.1, 0.8, 1.0], [1.4, 0.4, -0.5], [-2.6, 0.0, 0.4], [0.3, 0.4, -0.2], [0.7, 0.0, 0.5], [1.1, -0.5, 0.2], [-0.1, -0.5, -1.9], [-0.7, 0.3, 1.4], [-0.1, 0.2, -0.3], [0.3, 0.0, -0.1], [0.1, 0.1, -0.2], [-0.3, -0.1, -0.3], [0.2, -1.0, -0.2], [0.7, -0.5, 0.0], [1.2, 0.4, -0.1], [0.2, 0.9, 0.1], [-0.2, -0.1, 0.4], [-0.3, 0.5, -0.7], [-0.3, -0.5, 0.1], [0.6, -0.1, 0.3], [-0.6, 0.4, 0.7], [-0.5, -0.1, 0.0], [0.8, 0.6, 0.7], [0.8, 0.4, -0.7], [-0.3, -0.3, -0.3], [0.5, -0.9, -0.5], [-0.6, 0.0, 0.1], [-0.9, -1.8, 0.5], [1.7, 0.7, -1.8], [1.0, -0.6, 0.4], [0.4, 0.5, -0.5], [-0.4, 1.9, 0.6], [1.7, 0.4, 1.1], [-1.3, 0.9, 0.3], [0.4, -0.1, 0.4], [0.9, 0.2, -1.8], [1.2, 0.8, 0.2], [-0.7, 0.2, 0.3], [-0.1, 0.2, -1.0], [0.7, 0.2, -0.2], [0.2, -0.3, 0.3], [-0.6, -0.6, 0.1], [-0.5, 0.9, -0.9], [-1.1, 0.0, 0.1], [0.5, -0.6, 0.9], [-0.1, 0.2, -0.1], [-0.5, -1.7, 0.0], [-0.7, 0.0, 0.6], [0.0, 0.6, 0.9], [-0.3, -0.2, -0.5], [-0.4, -0.9, -0.4], [-0.1, -0.3, 0.2], [-0.5, -0.3, -0.4], [-0.2, -0.1, -0.1], [0.3, -0.1, 0.4], [0.2, -0.2, 0.6], [-0.7, -0.3, 0.2], [0.7, 0.3, -0.7], [-1.8, 1.8, 0.7], [1.2, -1.2, -0.6], [0.2, 0.1, 1.6], [0.5, 0.4, -0.2], [-0.3, -0.6, -0.9], [0.6, 1.4, 0.9], [-0.4, 0.2, 0.1], [-0.3, -1.0, 0.4], [-0.1, 0.1, 0.4], [-0.5, 0.1, 0.0], [1.0, 0.0, -0.2], [-0.6, 0.5, -0.7], [0.6, -1.0, -1.1], [-0.7, -0.8, 0.2], [0.6, -1.2, -0.1], [-2.1, 2.3, -2.7], [1.7, -0.6, 1.0], [0.8, -0.4, 1.9], [-0.2, -0.3, -0.5], [1.6, 0.1, -0.6], [-0.5, 1.1, -0.2], [-0.2, 0.1, 0.5], [0.2, 0.1, 0.1], [-0.4, -0.1, 0.5], [-0.5, -0.2, -0.2], [-0.8, 0.3, 0.1], [0.0, -0.3, 0.8], [0.1, 0.2, -0.1], [-0.1, -0.9, -0.7], [1.2, 0.6, -0.7], [2.0, -0.7, 0.8], [-2.3, -0.1, 0.0], [-0.1, -0.2, -1.6], [-1.9, -0.3, 1.6], [-0.2, -0.2, -0.1], [-2.0, -1.1, 2.4], [0.1, -0.1, -0.7], [0.8, 0.1, -0.3], [0.3, 0.3, -0.5], [-0.1, 0.4, 0.2], [0.6, 0.0, 0.9], [0.0, -0.2, -0.4], [1.6, 1.8, -1.3], [0.1, -0.2, -0.4]],
  "mulliken_charge": [-0.60, 1.69, -0.41, 1.01, -0.65, -0.41, -0.38, 0.36, 0.43, -0.17, -0.95, 0.36, 0.14, -0.24, 0.86, -0.64, -0.51, -0.49, -0.57, 0.56, 0.56, -0.31, 0.99, -0.41, -0.08, 0.45, 0.26, -0.71, 0.05, -0.34, -0.26, 0.18, 0.18, -1.95, 2.35, -0.97, -0.92, -0.81, 1.27, 0.84, -0.73, -1.93, -1.58, -1.88, 0.42, 0.40, 0.43, -0.35, 0.62, 0.42, 0.45, 0.62, -0.10, 0.16, 0.49, 0.43, 0.43, 0.36, 0.31, 0.36, -0.08, 0.56, 0.25, -1.54, 1.89, -1.64, 0.06, -1.02, 1.83, -0.16, -0.54, -1.75, 0.26, -1.91, 0.56, 0.25, 0.12, 0.41, 0.41, -0.16, 0.45, -0.16, 0.45, 0.39, 0.14, 0.46, -0.16, 0.06, -0.45, 0.42, 0.43, 0.36, 0.31, -1.90, 1.86, 0.23, -0.30, -2.27, 2.04, 0.24, -0.55, -1.80, -2.03, -1.67, 0.48, 0.65, 0.01, -0.83, 0.33, 0.12, 0.37, 0.55, 0.84, 0.40, 0.28, 0.48, 0.43, 0.40, 0.42, 0.32, 0.14, 0.44, 0.36, -0.44, 1.21, -0.72, -0.45, 0.39, -1.44, -0.63, 0.35, -0.12, 0.39, 0.36, 0.36, 0.05, 0.20, 0.45, -0.66, 0.98, -0.59, -0.09, -0.28, -1.14, 0.65, 0.36, 0.29, 0.43, 0.24, 0.26, -0.80, 0.67, 0.08, -0.75, 1.22, -0.25, -0.35, -0.08, -1.10, -1.23, 0.60, 0.11, 0.19, 0.43, 0.20, 0.50, 0.36, 0.25]
}

=====

{
  "formula": "C6H14NO",
  "method": "wB97M-V/def2-TZVPD",
  "e_above_lowest_kj_mol": 478.5,
  "charge": -1,
  "orbital_gap_ev": 5.5,
  "species": ["C", "C", "C", "N", "C", "C", "C", "O", "H", "H", "H", "H", "H", "H", "H", "H", "H", "H", "H", "H", "H", "H"],
  "xyz": [[0.39499, 1.19047, 0.77206], [0.51082, 1.61122, -0.72226], [-0.72622, 0.14055, 0.85458], [-2.07117, 0.72140, 0.32892], [-2.36513, -1.38555, -0.89080], [-2.58275, -0.47203, 0.35978], [3.07299, -0.68454, 0.09633], [3.09660, 0.64737, 0.45685], [0.20462, 2.06792, 1.40284], [1.36236, 0.76758, 1.12122], [0.26952, 0.80066, -1.42047], [-0.23853, 2.38038, -0.98679], [1.42268, 2.10197, -1.05175], [-0.28321, -0.77185, 0.43883], [-0.85550, -0.03834, 1.93235], [3.32655, -1.47888, 0.87244], [-1.98470, -0.76284, -1.70024], [-1.64542, -2.20967, -0.82648], [-3.30394, -1.78613, -1.29349], [-3.29887, -1.00911, 1.00650], [3.72536, -0.93589, -0.76465], [1.96894, -0.89469, 0.01426]],
  "forces_ev_per_angstrom": [[-0.1, 0.3, -1.5], [-0.7, 1.0, -0.1], [1.8, 1.2, 1.2], [-0.9, -2.1, 1.9], [0.6, 0.0, -0.4], [0.2, 0.2, -3.2], [-1.0, 1.2, 1.4], [1.4, -1.0, 0.2], [-0.3, -0.1, -0.1], [-0.2, 0.0, -0.4], [0.4, -0.2, 0.3], [-0.2, -0.3, 0.4], [0.5, -0.5, 0.5], [-0.6, 0.1, -0.4], [-0.1, -0.3, -0.2], [0.4, 0.5, 0.0], [0.2, 0.2, 0.2], [-0.3, -0.1, 0.4], [-0.1, 0.0, 0.6], [-0.5, 0.9, 0.7], [-0.6, -0.2, -0.3], [0.2, -0.9, -1.2]],
  "mulliken_charge": [-0.58, -1.12, -0.12, -0.63, -1.21, 0.27, -0.33, -0.83, 0.36, 0.33, 0.23, 0.41, 0.32, 0.10, 0.25, 0.13, 0.31, 0.31, 0.40, 0.31, 0.22, -0.13]
}

=====

{
  "formula": "C2H3N3O",
  "method": "wB97M-V/def2-TZVPD",
  "e_above_lowest_kj_mol": 479.7,
  "orbital_gap_ev": 8.8,
  "species": ["C", "C", "O", "N", "N", "N", "H", "H", "H"],
  "xyz": [[-0.37141, -1.01769, -0.07103], [0.45780, 0.13632, -0.18403], [1.63323, 0.29892, 0.38564], [-1.28754, 1.14881, -0.15454], [-0.21827, 1.28073, -0.81155], [-1.10517, 0.06495, 0.70737], [1.80851, 1.25148, 0.48237], [-0.91252, -1.37308, -0.94716], [-0.00464, -1.79044, 0.59293]],
  "forces_ev_per_angstrom": [[-0.3, 0.2, -0.6], [-0.3, 0.1, 1.1], [-0.2, 0.1, -0.2], [0.6, 0.2, -0.8], [-0.7, -0.1, 0.1], [0.9, -0.3, 0.3], [0.0, -0.2, 0.0], [0.0, 0.0, 0.0], [0.0, 0.1, 0.0]],
  "mulliken_charge": [-0.22, 0.60, -0.42, -0.13, -0.35, -0.33, 0.38, 0.25, 0.23]
}